1.
Entry from OMol25: a molecular structure, C33H31BrI2N4O3RbS2 (ωB97M-V with the def2-TZVPD basis set).

Each line ends with the Mulliken charge.
Geometry (Å):
Rb1 -0.31 0.28 0.50  0.13
C1 1.33 -2.51 0.70  0.27
C2 1.32 -2.66 -0.65  0.74
C3 2.37 -1.81 -1.18  0.77
C4 3.01 -1.14 -0.10  0.53
C5 2.40 -1.55 1.06  1.00
C6 2.70 -1.13 2.46  -1.40
C7 4.17 -0.20 -0.25  -1.63
C8 2.73 -1.68 -2.61  -1.59
C9 0.49 -3.57 -1.50  -1.60
C10 0.44 -3.16 1.72  -1.50
H1 1.97 -0.40 2.81  0.02
H2 3.68 -0.67 2.54  0.44
H3 2.66 -1.98 3.14  0.39
H4 3.98 0.56 -1.01  0.21
H5 5.09 -0.72 -0.55  0.41
H6 4.38 0.32 0.68  0.32
H7 2.23 -0.82 -3.07  0.05
H8 2.42 -2.56 -3.18  0.42
H9 3.80 -1.54 -2.74  0.43
H10 0.05 -3.05 -2.35  0.23
H11 -0.34 -3.99 -0.94  0.40
H12 1.09 -4.39 -1.90  0.38
H13 -0.08 -2.42 2.33  0.15
H14 1.03 -3.78 2.41  0.40
H15 -0.31 -3.79 1.25  0.43
I1 2.82 2.87 4.80  -0.08
C11 0.84 2.24 5.04  -0.21
C12 0.22 2.37 6.28  -0.35
C13 -1.07 1.96 6.47  -0.17
I2 -1.91 2.19 8.38  -0.01
C14 -1.80 1.39 5.40  0.90
C15 -3.14 0.93 5.49  -0.55
C16 -3.76 0.39 4.40  -0.95
C17 -3.05 0.31 3.19  -0.15
N1 -1.82 0.73 3.07  0.27
C18 -1.18 1.26 4.13  -0.41
C19 0.21 1.69 3.90  0.04
O1 0.77 1.57 2.78  -0.02
H16 0.78 2.80 7.10  0.30
H17 -3.65 1.00 6.44  0.16
H18 -4.78 0.03 4.47  0.40
H19 -3.52 -0.11 2.30  0.16
Br1 -3.44 -1.78 -6.68  -0.22
C20 -2.36 -0.88 -5.40  -0.10
C21 -2.21 -1.42 -4.14  -0.40
C22 -1.43 -0.75 -3.21  0.37
C23 -0.79 0.43 -3.55  -0.80
C24 -0.97 0.98 -4.82  -0.35
C25 -1.76 0.32 -5.75  -0.62
N2 0.00 1.05 -2.55  0.50
C26 1.08 1.64 -2.87  -0.82
C27 1.95 2.29 -1.87  0.39
C28 3.07 3.00 -2.29  -1.04
C29 3.86 3.60 -1.32  -0.37
C30 3.52 3.46 0.01  -0.82
C31 2.38 2.73 0.34  -0.33
N3 1.61 2.16 -0.59  0.64
H20 -2.70 -2.34 -3.86  0.56
H21 -1.33 -1.15 -2.21  0.42
H22 -0.53 1.93 -5.07  0.53
H23 -1.92 0.74 -6.73  0.40
H24 1.44 1.66 -3.91  0.33
H25 3.30 3.08 -3.34  0.44
H26 4.74 4.16 -1.61  0.41
H27 4.11 3.91 0.80  0.48
H28 2.07 2.58 1.37  0.32
C32 -5.62 -1.80 -2.36  -0.78
O2 -4.52 -2.33 -1.64  -0.25
C33 -3.79 -1.50 -0.85  0.07
S1 -4.19 0.12 -0.72  -0.33
S2 -2.52 -2.28 -0.04  -0.24
H29 -6.03 -2.64 -2.91  0.24
H30 -5.29 -1.01 -3.05  0.31
H31 -6.36 -1.37 -1.69  0.33
O3 -2.21 2.69 -0.57  -0.06
N4 -1.45 3.43 -0.13  0.08

The total charge is -1. As for the largest force on an atom: 0.4 eV/Å. As for the energy above the lowest of the compared OMol25 structures with the same formula, charge and spin: 0.00 kcal per mole. The total energy comes out at -155397.6357 eV.

2.
Entry from OMol25: 2 unconnected molecules or ions with the total composition C22H26F3N2O at a distorted geometry (ωB97M-V with the def2-TZVPD basis set).

Each line ends with the natural charge from an NBO analysis.
Geometry (Å):
F1 6.35 2.65 1.81  -0.31
C1 6.07 1.46 2.43  0.96
F2 6.87 0.51 1.86  -0.31
F3 6.48 1.59 3.74  -0.31
C2 4.61 1.11 2.32  -0.04
C3 4.23 -0.18 1.96  -0.19
C4 2.90 -0.44 1.70  -0.12
C5 1.91 0.59 1.78  -0.09
C6 0.60 0.29 1.28  0.10
C7 -0.59 1.04 1.60  -0.20
C8 -1.77 0.34 1.98  -0.05
C9 -2.93 1.03 2.33  -0.24
C10 -2.95 2.43 2.32  -0.11
C11 -1.80 3.13 1.95  -0.22
C12 -0.64 2.46 1.59  -0.13
C13 2.31 1.82 2.37  -0.13
C14 3.66 2.10 2.58  -0.18
H1 4.98 -0.96 1.88  0.26
H2 2.60 -1.45 1.43  0.24
H3 0.43 -0.76 1.04  0.28
H4 -1.73 -0.75 2.01  0.23
H5 -3.82 0.46 2.61  0.24
H6 -3.86 2.96 2.60  0.24
H7 -1.81 4.22 1.95  0.24
H8 0.25 3.02 1.28  0.23
H9 1.58 2.56 2.67  0.24
H10 3.97 3.07 2.95  0.26
C15 -4.57 -4.23 -1.34  -0.61
C16 -3.56 -3.24 -1.91  -0.40
C17 -3.49 -1.95 -1.10  -0.22
N1 -2.53 -0.98 -1.64  -0.61
C18 -1.24 -0.97 -1.24  0.68
C19 -0.41 0.15 -1.89  -0.13
C20 -0.36 0.06 -3.44  -0.40
C21 1.12 0.27 -3.80  -0.41
C22 1.91 0.20 -2.47  -0.21
N2 0.92 0.12 -1.44  -0.62
O1 -0.78 -1.77 -0.43  -0.67
H11 -4.60 -5.12 -1.97  0.22
H12 -4.29 -4.54 -0.33  0.21
H13 -5.57 -3.80 -1.31  0.21
H14 -2.56 -3.68 -1.93  0.21
H15 -3.83 -2.98 -2.94  0.20
H16 -4.47 -1.45 -1.07  0.20
H17 -3.17 -2.16 -0.07  0.21
H18 -2.82 -0.40 -2.41  0.40
H19 -0.91 1.10 -1.59  0.18
H20 -0.69 -0.94 -3.79  0.22
H21 -1.01 0.82 -3.88  0.22
H22 1.46 -0.49 -4.50  0.23
H23 1.25 1.26 -4.26  0.22
H24 2.57 -0.68 -2.48  0.19
H25 2.55 1.09 -2.36  0.18
H26 1.18 0.03 -0.48  0.37

The total charge is +1. As for the largest force on an atom: 3.6 eV/Å. The total energy comes out at -36409.0244 eV.

3.
Entry from OMol25: a single C2H5NO2 molecule at a distorted geometry (ωB97M-V with the def2-TZVPD basis set).

Each line ends with the natural charge from an NBO analysis.
Geometry (Å):
C1 -0.26 -0.74 -0.16  -0.30
C2 0.70 0.28 0.46  0.42
N1 -1.56 -0.15 0.03  -0.37
O1 -1.12 1.25 0.07  -0.57
O2 1.78 0.70 -0.26  -0.65
H1 -0.19 -0.98 -1.29  0.21
H2 -0.07 -1.80 0.40  0.19
H3 0.43 0.41 1.55  0.23
H4 -2.10 -0.34 -0.77  0.33
H5 2.38 1.38 -0.03  0.52

As for the largest force on an atom: 4.3 eV/Å. As for the energy above the lowest of the compared OMol25 structures with the same formula, charge and spin: 142.22 kcal per mole. The total energy comes out at -7734.5839 eV.

4.
Entry from OMol25: a molecular structure, C33H31INO2OsPTe (ωB97M-V with the def2-TZVPD basis set).

Each line ends with the Mulliken charge.
Geometry (Å):
Os1 -0.01 0.39 -0.16  1.76
N1 -1.22 -1.58 0.62  -0.57
C1 -2.68 -1.31 0.50  -0.54
C2 -3.01 0.17 0.39  0.56
O1 -4.13 0.57 0.48  -0.56
O2 -1.93 0.93 0.15  -0.78
H1 -0.98 -2.42 0.11  0.25
H2 -0.97 -1.73 1.58  0.30
H3 -3.24 -1.70 1.35  0.41
H4 -3.07 -1.78 -0.40  0.29
I1 0.44 1.59 2.17  0.13
C3 1.98 0.51 3.10  0.15
C4 1.76 0.43 4.44  -0.81
C5 2.78 -0.04 5.29  -0.78
C6 4.00 -0.31 4.75  -0.91
C7 4.24 -0.22 3.35  0.95
C8 5.55 -0.43 2.87  -0.72
C9 5.82 -0.35 1.54  -1.38
C10 4.76 -0.16 0.64  -0.54
C11 3.46 0.04 1.04  1.00
P1 2.31 0.05 -0.38  0.02
C12 2.75 -1.45 -1.30  0.99
C13 3.73 -1.52 -2.28  0.20
C14 4.07 -2.75 -2.84  -1.03
C15 3.43 -3.91 -2.42  -0.64
C16 2.43 -3.84 -1.45  -0.71
C17 2.09 -2.61 -0.90  -0.93
C18 2.85 1.50 -1.35  0.94
C19 2.75 1.50 -2.74  -0.30
C20 3.20 2.59 -3.47  -1.01
C21 3.71 3.70 -2.82  -0.79
C22 3.76 3.73 -1.44  -0.80
C23 3.34 2.63 -0.70  -0.71
C24 3.18 0.12 2.45  0.73
H5 0.81 0.75 4.87  0.46
H6 2.60 -0.14 6.35  0.42
H7 4.83 -0.59 5.39  0.41
H8 6.33 -0.65 3.59  0.42
H9 6.84 -0.46 1.17  0.46
H10 5.00 -0.19 -0.42  0.33
H11 4.24 -0.62 -2.63  0.47
H12 4.84 -2.80 -3.60  0.47
H13 3.70 -4.86 -2.84  0.45
H14 1.93 -4.74 -1.12  0.47
H15 1.32 -2.55 -0.14  0.27
H16 2.36 0.63 -3.25  0.71
H17 3.15 2.56 -4.56  0.51
H18 4.06 4.55 -3.40  0.43
H19 4.14 4.61 -0.93  0.47
H20 3.42 2.66 0.38  0.40
C25 0.79 0.08 -8.52  -1.46
C26 0.62 0.12 -7.04  0.70
C27 0.86 -1.04 -6.25  -0.94
C28 0.59 -1.06 -4.92  1.03
C29 0.83 -2.30 -4.11  -1.43
C30 0.06 0.15 -4.32  0.16
Te1 -0.97 0.05 -2.53  0.06
C31 -0.09 1.38 -5.09  1.03
C32 -0.59 2.66 -4.48  -2.10
C33 0.20 1.33 -6.42  -0.77
H21 1.16 -0.88 -8.87  0.39
H22 1.48 0.87 -8.85  0.38
H23 -0.17 0.29 -9.00  0.37
H24 1.25 -1.93 -6.73  0.39
H25 1.42 -3.02 -4.67  0.43
H26 -0.12 -2.78 -3.85  0.44
H27 1.35 -2.06 -3.18  0.22
H28 -0.30 2.76 -3.44  0.42
H29 -1.69 2.70 -4.52  0.42
H30 -0.21 3.52 -5.03  0.46
H31 0.08 2.22 -7.02  0.51

The total charge is +2. As for the largest force on an atom: 0.8 eV/Å. The expectation value of S² is 6.038. The total energy comes out at -67443.1994 eV. Its multiplicity is 5.